# 1
DFT (ωB97M-V with the def2-TZVPD basis set) results for a 2-piece molecular cluster, C3H6NO4 overall.

Structure (ORCA input):
```
! RIJCOSX wB97M-V def2-TZVPD def2/J DEFGRID3
* xyz 0 2
H -1.707 1.185 -2.733
C -0.143 0.045 2.003
O -0.062 -2.339 0.110
O -0.421 0.994 2.683
H -0.692 -0.897 2.184
C 0.435 -1.545 -0.645
O 0.769 -1.742 -1.857
H 1.730 -0.822 1.414
C 1.107 0.037 1.119
H 1.274 0.347 -0.925
H -2.219 2.433 -2.015
H 1.674 0.936 1.344
O -2.507 1.594 -2.409
N 0.760 -0.225 -0.273
*
```

Properties
Lowest unoccupied orbital energy (spin up / spin down) = 0.2 / -3.7 eV
Highest occupied orbital energy (spin up / spin down) = -0.373 / -0.371 Eh
Expectation value of S² = 0.7562


# 2
DFT (ωB97M-V with the def2-TZVPD basis set) results for an isolated ion of composition C3H6NO4 and charge +1.

Structure (ORCA input):
```
! RIJCOSX wB97M-V def2-TZVPD def2/J DEFGRID3
* xyz 1 1
O -3.155 -1.759 -0.606
H 2.840 0.561 0.179
N -1.325 -0.749 0.204
H 0.678 0.243 1.521
H 2.081 1.886 -0.936
O -1.880 -1.461 -0.932
C 0.724 0.856 0.599
H -3.436 -2.595 -1.018
H 2.470 1.938 0.796
O -2.062 -0.470 1.056
C 0.380 -0.263 -0.270
C 2.062 1.322 0.108
O 0.736 -1.056 -1.041
H -0.112 1.547 0.341
*
```

Properties
Lowest unoccupied orbital energy (spin up / spin down) = -6.3 / -6.3 eV
Highest occupied orbital energy (spin up / spin down) = -0.584 / -0.584 Eh
SMILES string = CCC(=O)[N+](=O)OO


# 3
DFT (ωB97M-V with the def2-TZVPD basis set) results for C3H6NO4S2 as an isolated structure.

Structure (ORCA input):
```
! RIJCOSX wB97M-V def2-TZVPD def2/J DEFGRID3
* xyz -1 1
C -0.574 0.595 1.193
H 1.326 -0.307 2.218
N 0.141 0.221 -1.283
S -1.147 -0.826 -1.614
H -1.133 -0.253 1.092
O -1.124 -1.942 -0.643
O -2.284 0.072 -1.392
H 0.854 -1.682 -0.121
H 2.259 -0.431 -0.291
C 1.275 -0.625 0.106
H 1.699 1.066 1.251
O 0.356 2.507 -0.230
O -0.979 -1.300 -2.959
C 0.928 0.217 1.252
H -0.919 1.242 1.881
S -0.675 1.446 -0.461
*
```

Properties
Lowest unoccupied orbital energy = 3.6 eV
Highest occupied orbital energy = -0.172 Eh


# 4
DFT (ωB97M-V with the def2-TZVPD basis set) results for the molecule C3H6NOP.

Structure (ORCA input):
```
! RIJCOSX wB97M-V def2-TZVPD def2/J DEFGRID3
* xyz 0 1
H -0.927 1.253 1.197
H 0.420 -2.756 0.456
O 0.971 1.319 0.287
H -0.853 -0.927 -1.460
N 2.015 -2.457 -1.449
H 0.222 1.270 -1.681
H -0.605 2.717 0.131
C -0.361 1.692 0.383
H 1.802 -1.169 0.718
C 0.131 0.804 -0.699
P 1.143 -1.838 -0.306
C -0.230 -0.600 -0.626
*
```

Properties
Lowest unoccupied orbital energy (spin up / spin down) = -1.3 / -1.2 eV
Highest occupied orbital energy (spin up / spin down) = -0.346 / -0.313 Eh


# 5
DFT (ωB97M-V with the def2-TZVPD basis set) results for a 2-piece molecular cluster, C3H6NOP overall.

Structure (ORCA input):
```
! RIJCOSX wB97M-V def2-TZVPD def2/J DEFGRID3
* xyz 0 1
P -0.061 1.706 1.960
H 0.850 1.881 0.895
H 0.737 -1.082 0.590
C 0.097 -1.053 -0.344
N -0.062 0.279 -0.773
C -0.238 0.984 -1.722
O -0.177 1.910 -2.416
H -1.221 -1.730 -1.720
C -0.624 -2.006 -0.865
H 0.199 0.245 1.853
H 1.066 1.835 2.903
H -0.566 -2.969 -0.362
*
```

Properties
Lowest unoccupied orbital energy = 0.7 eV
Highest occupied orbital energy = -0.356 Eh
SMILES string = C=CN=C=O.P


# 6
DFT (ωB97M-V with the def2-TZVPD basis set) results for an isolated ion of composition C3H6NOS and charge -1.

Structure (ORCA input):
```
! RIJCOSX wB97M-V def2-TZVPD def2/J DEFGRID3
* xyz -1 1
S 1.960 -0.980 -0.656
O -1.024 2.300 -0.690
C 0.150 -1.085 -0.549
C -0.433 0.143 0.187
C -0.249 1.374 -0.687
H -1.522 0.050 0.259
H 0.614 1.295 -1.378
H 1.112 0.136 1.438
H -0.254 -0.467 2.088
N 0.114 0.308 1.546
H -0.184 -1.969 0.003
H -0.285 -1.107 -1.561
*
```

Properties
Lowest unoccupied orbital energy = 4.1 eV
Highest occupied orbital energy = -0.103 Eh
SMILES string = N[C@@H](C=O)C[S-]


Energy above the lowest of the compared OMol25 structures with the same formula, charge and spin
In order: 97.3 428.4 33.6 586.6 171.7 120.1
Unit: kJ/mol